This record from the Open Molecules 2025 dataset describes a structure of composition C40H48CaN3O4P2S2. The level of theory is ωB97M-V with the def2-TZVPD basis set.

As for the lowest unoccupied orbital energy: 2.3 eV. The calculation puts the HOMO energy at -3.04 eV. The charge is -1. The calculation puts the relative energy (zero: lowest compared OMol25 entry of this formula, charge and spin) at 23.7 kcal per mole.

Geometry as XYZ:
```
100
C40H48CaN3O4P2S2, DFT ωB97M-V with the def2-TZVPD basis set
H -5.29691 -1.36856 4.95688
C -2.75884 -1.35523 -5.80906
H 0.71557 -2.48541 4.21510
H 1.83781 -0.13802 0.80716
C 1.37346 -2.31220 -4.35720
C 1.60885 2.56279 4.41779
C -3.52025 -0.30447 4.38482
C -2.35838 -0.28237 3.62221
H 3.35365 2.28701 -2.78887
H 1.25136 2.26098 -1.82039
N -0.96402 3.63732 0.49091
H -3.65445 3.54124 0.59376
H 1.15899 0.47294 4.28935
C 1.02989 -1.21328 2.52308
H 1.72282 -0.91801 -5.93963
H -1.30333 3.76253 1.44217
H 5.79013 2.64364 -2.49767
H 3.08934 4.34205 1.96078
N 1.56530 1.88764 -0.91920
C -2.00474 -1.40257 2.84000
H -0.35441 -2.96480 -0.76111
H -2.04115 5.27121 -0.33733
H 6.74961 2.65552 -0.19753
C -0.23326 -5.66311 1.98543
H 0.05857 -7.06301 0.38027
C -0.41653 -4.33587 2.32742
C 3.46835 2.19908 0.59686
C -2.92227 -2.45452 2.80115
C -4.39394 -1.38041 4.35910
C 2.64951 3.49828 2.48328
H -4.35595 0.06574 -3.08805
C 2.09126 1.14771 2.50760
C 3.42716 -0.87639 1.98255
C -2.88437 -0.76208 -4.42047
C 2.95769 2.14446 -0.69798
H 2.24146 -0.00416 -3.06968
H -1.72337 -1.58388 -6.04441
H -0.02450 -5.31089 -1.37372
H -2.48529 -1.45648 -3.67312
S -0.53903 -0.48668 -2.03679
C 2.66438 2.24543 1.85685
H 2.48870 0.97865 -4.51887
C -3.27130 3.51824 -0.43362
H -0.19230 -6.41583 2.76276
H -3.34446 -2.27406 -5.87352
O -2.12758 0.46307 -4.33883
H -4.73179 0.28573 -4.80023
C 5.15313 2.51289 -1.63184
H -3.13464 -0.65459 -6.55579
O 0.13829 -0.29094 -4.91784
H 1.18266 2.66889 5.40586
C -4.09902 -2.45112 3.53827
H -3.95296 4.13937 -1.02153
C -3.36553 2.09980 -0.98208
H -4.93649 -1.30208 -4.04630
H 2.09939 4.64677 4.20505
C 2.04590 -0.26307 1.88698
H -2.79660 2.02199 -1.91464
N -2.83163 1.09331 -0.05904
H 4.16463 -0.63003 1.22725
H 3.45444 -0.49022 -4.25146
H 5.25175 2.39838 1.74355
C 3.75406 -1.62711 3.05186
C -0.09090 -6.02462 0.64962
C 4.84832 2.37346 0.73870
O -1.80078 1.88165 4.49704
H 4.78117 -1.97058 3.14877
H -0.06884 4.11355 0.44099
H -3.39850 1.03048 0.78223
H -4.41749 1.89179 -1.22388
C 2.11359 3.66623 3.74607
H 1.47959 0.88196 -1.08414
H -1.47040 4.04731 -1.48092
H -2.71890 -3.31332 2.17764
H -4.77174 -3.29786 3.46711
C -1.90458 4.19099 -0.48614
C 5.68679 2.52296 -0.35068
H 0.56913 -2.85735 -4.85063
H 3.07374 -2.65983 4.86295
C 1.60053 1.32798 3.80116
C 2.46768 -0.04004 -4.13671
H 2.31474 -2.81965 -4.57539
C 3.79461 2.31873 -1.79944
C 1.45316 -0.88775 -4.87819
O -0.91110 1.20767 2.56407
H -0.52193 -4.07283 3.37229
C -0.13590 -5.04669 -0.32887
P -0.50528 -1.53580 1.71671
C -0.32292 -3.71514 0.01996
C -4.31466 -0.40640 -4.06803
C -1.62839 1.06101 3.60342
H -2.85167 0.17731 -0.50098
C 1.46395 -1.94749 3.63468
Ca -0.38571 1.18336 0.52394
H -3.71798 0.57342 4.98563
H 1.20164 -2.33539 -3.28333
S -0.12012 2.42913 -3.74027
C 2.78307 -2.07279 4.00364
C -0.46586 -3.33872 1.34962
P -0.62691 0.53202 -3.76695
```



This record from the Open Molecules 2025 dataset describes a structure of composition C40H48F24MgN4O40S8. The level of theory is ωB97M-V with the def2-TZVPD basis set.

As for the lowest unoccupied orbital energy: 1.1 eV. The calculation puts the HOMO energy at -4.95 eV. The charge is -2.

Geometry as XYZ:
```
165
C40H48F24MgN4O40S8, DFT ωB97M-V with the def2-TZVPD basis set
O 3.60048 3.20216 -3.82001
H -3.87315 -6.00835 0.32916
H -3.66733 -8.10007 -1.52960
O -1.99363 -0.69078 -0.90160
C 0.88777 -0.61684 5.63493
H -2.06332 -1.12954 -4.07065
F 2.37025 1.82947 0.52428
C -3.74992 -3.95822 -5.21251
C 7.22824 0.97583 -0.88437
H -1.64362 -4.57542 2.24164
F 7.74660 -1.97440 2.96556
C -6.15672 -1.28878 -0.27068
H -4.70239 -4.97501 -0.86212
H -4.57107 0.86773 -5.87499
H -3.94392 -4.15687 -4.15366
O -5.22345 4.47140 -3.69007
C -2.95980 1.50872 0.28474
O 7.61612 4.37745 5.54871
C -2.33038 -2.18770 -4.04596
H -3.82065 -4.21410 2.82463
O -6.90041 1.74778 1.12718
H -1.43821 -2.71722 -3.70699
C -3.56389 -2.07623 2.63274
O -4.06863 -1.70142 -5.55413
F 4.36302 6.11273 -1.16957
H 0.25744 -1.06246 6.40516
C 3.54865 -3.47739 -4.42917
H 2.62950 -5.82311 -2.26096
C 2.08989 1.09752 -3.42198
F 7.94637 0.62839 -1.97632
F -2.20645 2.07770 1.22781
H -1.24724 3.03390 -6.28727
O -6.37330 0.92184 -0.89469
F 9.39495 6.59992 4.50550
F 2.52168 0.06515 1.74496
O 5.83345 5.60467 1.69429
N 1.63066 3.49086 -2.15964
H -1.61632 1.31568 -6.22528
O -2.80563 3.66380 4.56183
H -3.66407 1.00954 -4.43694
F 3.22017 3.58080 2.63434
O -6.10084 -1.84491 -6.50749
H -3.35128 -4.86334 -5.65922
O 7.71130 -1.37545 0.27371
C 2.35148 1.46619 5.62680
C -6.47849 -0.39943 -1.47339
O 0.96382 -0.80385 -0.33230
C 4.23232 4.19055 3.26889
C 3.69553 4.98842 -1.02595
H -2.06639 -7.93203 -2.31280
F 3.23318 4.85712 0.20825
H -7.48866 -0.51221 -1.87447
O 3.88523 -2.70682 -3.37933
F 5.95834 0.65503 -1.16673
H -4.83897 4.05108 4.65596
N -0.28233 1.39771 -0.35390
O 2.53151 5.71167 -3.33593
C -2.43690 2.34877 4.62685
O -2.00023 1.34366 -2.23991
H -1.48177 2.14833 -4.69603
H -5.09758 -1.56387 -0.27747
C -1.69314 -4.37414 -0.91090
O 3.14767 -0.80699 6.03926
O -1.47675 1.97234 5.21446
F 2.71233 0.72906 -2.32266
O 2.41248 -4.17731 -4.19726
F 0.80572 0.70699 -3.38182
H 1.45688 2.09384 5.55779
F 9.97356 4.65452 3.72353
C 2.76842 -1.78044 5.19149
C 9.03470 5.59894 3.68198
O 1.31495 3.34545 -4.64345
C -4.03089 4.75697 2.75517
C -4.08050 3.80558 3.91056
O 5.60242 3.24808 1.17794
S 2.22201 2.95758 -3.60671
H 3.50585 -3.45382 -1.55011
F 5.75086 -2.71253 2.82204
H -3.60252 -2.22675 1.55298
C -2.12432 -3.98858 5.15715
C -5.13796 -2.35504 -6.04064
H -5.86796 -0.02605 -3.54186
H -2.27727 -2.61153 -6.13572
C 2.07021 0.11995 6.25741
H -3.21361 4.51151 2.07582
N 7.01234 3.82245 3.18270
O -1.66552 -5.52762 -1.59119
H 2.52202 1.26248 4.56326
C -3.74202 -5.38720 -0.55944
H 0.32296 0.04224 4.97740
O 5.00612 -0.58262 1.18711
F 4.47443 3.55275 4.40701
O 4.18055 -3.54699 -5.43091
H 1.43499 -4.95096 -1.11873
O -3.57632 3.81568 -5.06334
O -3.21429 -3.39325 4.64335
F 6.34297 -1.46951 4.54255
O -0.51976 -0.31668 1.56624
H -3.43294 -5.85303 -2.63283
H 2.51010 -1.97775 -1.90311
O -3.37215 1.53769 4.07117
O 5.15075 0.68221 3.19422
O -2.92275 -4.23967 -0.32938
S -1.74101 0.70837 -0.97825
S 5.86148 -0.15915 2.26214
C -4.40577 2.35580 3.54733
F 7.32517 2.28006 -0.71513
H -2.29574 -7.78004 -0.48589
O 3.47669 -2.65274 4.82501
O 9.29550 0.48135 0.51686
C 2.94989 -2.88525 -2.29802
H -6.76079 -2.19273 -0.23930
C -6.60343 0.83535 0.43166
S 7.36479 4.95865 4.25761
H 0.94698 -3.38557 -2.97472
H -1.24302 -2.90866 2.40672
H -4.92450 4.84502 2.13399
O -1.17576 -4.15442 4.20302
O -6.43768 -0.44114 0.83356
C 6.48307 -1.67599 3.24868
H 3.16988 2.04463 6.03925
F 3.82854 5.42378 3.58057
S 7.93236 0.01668 0.56345
O -0.91386 -3.48751 -0.95452
H 0.93483 -5.75221 -2.55646
H -4.51016 -0.17076 -2.37258
S 2.15108 5.08759 -2.12440
N 7.24675 0.64432 1.87138
F 8.97387 6.11220 2.45585
O 1.19721 5.75204 -1.25393
F 2.63523 0.55325 -4.49242
F 4.45537 3.98196 -1.37614
C 1.92711 -3.85979 -2.88405
H 2.01218 0.25865 7.33840
O -5.02575 -3.68577 -5.83240
C -3.00092 -2.63447 -5.31778
C 1.76382 -5.17590 -2.13304
O 1.49643 -1.56746 4.75432
H -5.35787 -1.57128 -2.81442
S 0.31940 0.15489 0.50413
C -5.51888 -0.49964 -2.63263
H -4.50474 2.23382 2.47025
C -3.25189 2.65051 -5.82983
C -2.98015 -6.13677 -1.68195
Mg 0.36765 3.09484 -0.84340
O 6.59751 6.17750 4.28380
C -2.68722 -7.60875 -1.48402
C -3.17629 -3.41840 3.20414
C -1.79310 2.27404 -5.72989
F 1.23170 1.68940 2.41516
H -3.02437 -2.27391 -3.20184
H -3.48183 2.77447 -6.89118
C -4.70523 3.63841 -4.35052
C 1.71727 1.01588 1.38145
H -3.90906 5.77285 3.13991
O -1.95589 -4.26202 6.29367
O -5.15422 2.36838 -4.48549
H -5.33197 2.02567 4.01623
S 5.78880 4.25443 2.17951
F -3.67676 0.58644 0.89020
H -4.52326 -1.72228 3.01904
F -3.67955 2.36504 -0.40678
H -2.87570 -1.28996 2.94422
C -4.17212 1.61914 -5.19297
C -1.67766 -3.74640 2.95611
```



This record from the Open Molecules 2025 dataset describes a structure of composition C40H49AgBN9O2S6. The level of theory is ωB97M-V with the def2-TZVPD basis set.

As for the lowest unoccupied orbital energy: -0.9 eV. The calculation puts the HOMO energy at -7.42 eV. The charge is 0. The calculation puts the relative energy (zero: lowest compared OMol25 entry of this formula, charge and spin) at 13.0 kcal per mole.

Geometry as XYZ:
```
108
C40H49AgBN9O2S6, DFT ωB97M-V with the def2-TZVPD basis set
H 0.15675 4.84826 -5.30665
C 2.23590 -4.64270 -0.51700
N 2.40637 -0.16341 1.21365
C 0.16677 4.85073 -4.22548
S -3.60089 1.62888 0.74479
H 2.98726 -6.61377 -0.93414
S 0.86370 8.66676 -3.86261
C 3.69353 -0.05764 1.32663
H -2.51245 -3.09950 -3.42102
N -0.36163 -0.24511 1.23471
N -2.75093 2.53183 -1.61774
C -1.14835 2.16337 3.97036
H 1.29224 -5.27679 1.34247
N -1.03434 7.31497 -5.09947
H 4.41895 1.78682 -2.63549
C -1.37591 -1.47129 2.84485
H 6.12962 -1.23239 1.88344
H -0.20526 -3.25039 4.54780
C 2.11471 -6.01076 -1.18516
S 1.64020 0.57949 -2.53814
O -2.79732 4.59081 -3.12282
C -3.74391 2.31477 -0.76552
H -3.69868 -1.85971 4.20728
C -3.45303 -2.64322 3.49028
H -0.18727 2.67448 4.03834
S -3.24856 3.22542 -3.01958
C -0.92004 -1.92868 -1.42674
H 5.80998 1.25681 2.47022
H -2.37253 -4.74274 -2.75406
C -6.03935 3.62862 -3.35824
H 0.21142 2.71034 -4.07235
H -0.59326 -4.02565 2.12136
C -6.32962 2.62060 -0.74049
H 4.38915 -4.62128 -0.64713
H -6.41893 2.23194 0.26473
C 0.16785 4.71878 -1.52144
H -1.66061 -4.15862 4.96955
C -1.66332 -3.89419 2.28112
N 1.20591 -2.49297 -0.51849
C 4.30753 -0.32134 2.68787
H 4.82198 -2.37749 2.19912
C 4.50246 0.28047 0.20152
H 0.12458 4.62943 -0.44171
C -1.02127 0.89297 3.20232
C 3.95240 0.48606 -1.01844
H -1.51817 -2.46802 5.43341
C 0.19898 3.65221 -3.53574
S 0.02820 2.33430 1.09700
H 5.48729 0.77100 4.13230
H 1.23388 -6.55666 -0.84489
H -0.20020 -5.19607 -1.86686
N 0.16224 3.57928 -2.20955
C 5.31173 -1.47264 2.56290
H 2.69839 -1.60286 3.40037
C -5.07890 2.71541 -1.32778
C -2.37512 -3.68210 -2.50973
H -1.69097 6.54980 -5.11421
Ag -0.74104 1.35465 -1.15022
C 1.07756 -3.72919 -0.89873
H 0.17634 6.86989 -1.52455
H 2.31540 -3.84263 1.49633
C -7.43276 3.03209 -1.47399
H -1.52933 1.97184 4.97116
H 4.32037 1.77461 3.26158
H -1.82679 2.83641 3.44341
C 2.22108 -4.81259 1.00651
C 4.74580 0.82763 -2.23251
N 1.86143 0.06013 0.00724
N 0.22071 -1.63376 -0.79215
C -1.47696 -0.30234 3.64970
H 2.49331 0.09263 3.81582
C 2.52200 0.36732 -1.12408
C -0.05017 7.34190 -4.18916
H 3.67131 -3.01198 -0.46486
S -2.03888 -0.70047 -1.69039
H 5.74743 -1.69157 3.53816
H 3.05038 -5.44719 1.32229
H -5.91405 4.01818 -4.35879
C -7.29257 3.52877 -2.76900
H 3.70161 -0.88173 4.66962
C -1.28994 -3.18577 4.64520
H -8.42013 2.96592 -1.03700
C -1.10798 -3.29238 -1.82854
C -4.95826 3.21023 -2.60804
C 0.18039 5.96572 -2.11671
N -0.80962 -1.43029 1.67627
H -1.26816 8.17020 -5.57678
H 5.57426 0.37025 0.32646
H 3.59322 -3.84160 -2.02053
C -0.46606 0.92315 1.88476
C 0.13127 6.03355 -3.50071
H -2.11306 -3.65570 1.31775
H 5.80861 0.87133 -2.00380
C 3.55254 -3.98518 -0.93990
H -3.88111 -3.57654 3.85754
H -3.93114 -2.39163 2.54339
C -1.93876 -2.80116 3.31046
H -1.94197 -0.36702 4.62505
H 4.57284 0.09013 -3.01709
O -2.95461 2.35512 -4.12790
C -0.10091 -4.16311 -1.56529
C 3.23096 -0.70103 3.70238
H -3.23123 -3.46097 -1.87098
C 5.02447 0.94830 3.16099
H 2.07064 -5.92825 -2.27197
B 0.38457 -0.27553 -0.10548
H -2.08255 -4.83569 2.63831
H -8.16966 3.83875 -3.32092
```



This record from the Open Molecules 2025 dataset describes a structure of composition C40H49AgBN9O2S6. The level of theory is ωB97M-V with the def2-TZVPD basis set.

As for the lowest unoccupied orbital energy: -0.8 eV. The calculation puts the HOMO energy at -7.49 eV. The charge is 0. The calculation puts the relative energy (zero: lowest compared OMol25 entry of this formula, charge and spin) at 0.0 kcal per mole.

Geometry as XYZ:
```
108
C40H49AgBN9O2S6, DFT ωB97M-V with the def2-TZVPD basis set
H 2.21574 3.40048 -4.69807
H 1.77470 -6.91350 -2.72519
C -3.04021 1.95000 -0.55256
C -4.14004 -5.79412 -0.41748
C 0.80876 -4.04920 0.65178
C 1.46806 3.62712 -2.65972
C 3.72659 0.78107 0.36734
H 3.85247 -1.38353 2.10989
N -1.37250 2.70884 0.96962
C 1.74071 1.06901 -3.08721
H 2.18686 5.26381 -1.43615
H -0.46440 6.88302 1.78876
N -0.22430 0.70377 -1.32122
C -0.74420 -0.15274 2.28191
C -4.91058 3.47659 -1.30086
C 1.90344 -4.62817 -0.20538
C 2.54389 3.78905 -3.73177
H 4.05007 -0.44182 3.58878
C -4.17939 -4.98830 -1.54687
H -3.57536 5.14341 0.40045
C -3.80543 -3.66672 -1.42725
H -5.69184 2.76975 -1.01742
H -0.85841 -1.62861 4.68493
C 1.89797 0.46949 2.04796
H -3.78781 -3.01699 -2.29350
C -1.94493 3.86938 1.06268
H 1.25563 -1.98388 -4.01525
N -3.41273 -3.12784 -0.27036
C -2.32109 5.29466 3.06055
H -2.45056 -7.66100 -0.50953
H -1.79791 6.59047 0.67446
C 3.38267 0.72421 1.85528
C 1.09902 2.16277 -2.44376
H -2.61018 4.42733 3.65659
H -1.46770 -0.00624 4.97488
H 2.76713 4.84894 -3.86020
H 5.23870 -0.28615 2.30016
H 2.55100 1.25207 -3.77946
H 3.47385 3.28939 -3.45254
B -1.06638 0.52820 -0.05599
H 1.24071 4.05305 -0.54440
S -2.37302 -0.64288 2.21949
H 3.20177 2.88436 2.04585
C 1.99249 -1.40553 -3.45480
C -3.74999 -5.23298 0.78998
H -5.27220 4.49335 -1.15768
C 1.35270 -0.20872 -2.83610
O -0.72198 -6.91195 -0.34712
N 1.13567 0.54253 1.00001
H -3.54881 -9.03056 -0.61056
H 3.49514 2.05832 3.58273
H 2.90741 3.70247 -1.02296
N 0.15455 1.95961 -1.57443
H 0.14247 -0.46598 5.58160
H 2.80625 -1.11468 -4.11681
H -4.71095 3.30877 -2.36026
H -1.87970 6.03652 3.72808
H -0.56407 4.31140 -2.31794
S -6.03587 -7.75132 -0.54326
H 0.44534 5.44617 -3.23435
Ag -2.33495 -1.17076 -0.22048
H -0.19643 3.99503 -4.01808
H 3.64730 -3.63570 0.52772
C -3.67861 3.23188 -0.49547
H 0.68881 4.03670 1.90053
H 2.37567 -2.06974 -2.67626
H -3.22558 5.73020 2.63208
H -3.69114 -5.82782 1.69059
N -0.16245 0.25975 1.14854
C 1.40253 -5.54011 -1.11088
S -3.62778 0.65412 -1.47453
H 5.14222 -4.80124 -1.10425
C -1.30765 4.89968 1.97896
C 0.04586 -0.15252 3.47029
O -1.05263 -5.15102 -2.01582
C -0.56437 -0.57948 4.76170
H 4.81140 2.24959 2.42216
C 3.55502 -5.92047 -2.00804
H 0.38385 5.09442 3.29092
C 3.25941 -4.34706 -0.18949
H 4.79694 0.96277 0.25253
H 3.47665 -0.16138 -0.12366
C -4.46430 -7.24826 -0.50843
C 1.98295 4.19592 -1.33096
H -0.21489 5.86591 0.36317
H -0.28498 3.45332 3.24452
H 3.17747 1.57630 -0.13745
N -3.39834 -8.03595 -0.55850
C 0.26960 -0.39331 -1.91803
C 3.74061 2.06016 2.51849
C -0.92734 6.13184 1.14666
C 0.20771 4.39121 -3.08421
N -1.92355 1.78803 0.17050
C 1.35674 0.16855 3.32766
C 2.19557 -6.20460 -2.02456
H -4.46814 -5.39167 -2.50686
S -0.38620 -1.90332 -1.54677
C 4.17472 -0.41864 2.50517
N -0.39592 -4.50085 0.34442
C 4.07825 -5.00186 -1.09996
H 4.21505 -6.41866 -2.70639
S 1.15285 -2.90173 1.81966
C -3.38886 -3.90138 0.81663
S -0.34309 -5.60228 -0.84497
C -0.05364 4.33293 2.64274
C -3.11971 4.16472 0.31622
H 2.00893 0.15035 4.19135
H -3.02480 -3.43953 1.72551
```



Number 1: gap between HOMO and LUMO 5.38 eV. Number 2: gap between HOMO and LUMO 6.02 eV. Number 3: gap between HOMO and LUMO 6.57 eV. Number 4: gap between HOMO and LUMO 6.71 eV.